An isolated molecule of C19H25N3O5S. Source: the OMol25 dataset; level of theory: ωB97M-V with the def2-TZVPD basis set.

Properties
Relative energy (zero: lowest compared OMol25 entry of this formula, charge and spin), eV: 0.000
LUMO, eV: 0.33
HOMO energy, eV: -8.5131
SMILES: Cn1c(=O)n(CC(=O)NC[C@@H]2CCCO2)c(=O)c2c3c(sc21)COC(C)(C)C3
Orbital gap, eV: 8.85

Structure (XYZ):
```
53
C19H25N3O5S (ωB97M-V with the def2-TZVPD basis set)
C 2.23285 4.05549 -0.54049
N 1.17650 3.10213 -0.28669
C -0.02591 3.22728 -0.96770
O -0.21486 4.13519 -1.74006
N -0.98345 2.26331 -0.68993
C -2.21558 2.33288 -1.47183
C -2.17779 1.25611 -2.57217
O -1.79784 1.49224 -3.69804
N -2.60054 0.05066 -2.14726
C -2.43620 -1.14152 -2.94043
C -1.25504 -1.99721 -2.43276
C 0.09496 -1.31519 -2.67144
C 0.40823 -1.72387 -4.11239
C -0.36356 -3.04425 -4.28358
O -1.17778 -3.21982 -3.13244
C -0.89134 1.24630 0.26043
O -1.83585 0.50324 0.47071
C 0.38251 1.18274 0.92625
C 0.82337 0.25290 1.91841
C 2.09272 0.49543 2.32422
S 2.81078 1.87134 1.52305
C 1.35657 2.10780 0.61761
C 2.78764 -0.30169 3.37619
O 2.07191 -1.46832 3.69191
C 0.65588 -1.31657 3.83138
C 0.30050 -0.29930 4.92157
C 0.14834 -2.70355 4.22249
C 0.04286 -0.88465 2.48481
H 2.47946 4.59372 0.37614
H 1.87700 4.75279 -1.29639
H 3.12267 3.53721 -0.90084
H -2.25551 3.31767 -1.93869
H -3.06442 2.17623 -0.80389
H -2.75319 -0.07522 -1.15247
H -3.34830 -1.74298 -2.89582
H -2.26117 -0.82933 -3.97154
H -1.42548 -2.24018 -1.37774
H 0.83821 -1.71796 -1.98212
H 0.04368 -0.23616 -2.54688
H 0.04061 -0.96796 -4.80497
H 1.47484 -1.85502 -4.28048
H 0.30157 -3.91100 -4.34037
H -0.99147 -3.03020 -5.18226
H 2.94691 0.32084 4.27404
H 3.76898 -0.64281 3.02980
H -0.75843 -0.36950 5.15335
H 0.51438 0.71705 4.59873
H 0.87004 -0.51124 5.82364
H 0.52506 -2.97163 5.20538
H -0.93741 -2.71609 4.23751
H 0.50635 -3.43810 3.50688
H 0.07742 -1.72159 1.78185
H -1.00168 -0.59765 2.60530
```